{
  "formula": "C3H5N3O",
  "method": "wB97M-V/def2-TZVPD",
  "relative_energy_kj_mol": 311.74,
  "e_homo_ha": -0.299,
  "smiles": "N=C=CN.N=C=O",
  "species": ["C", "C", "C", "N", "N", "N", "O", "H", "H", "H", "H", "H"],
  "xyz": [[0.83401, -0.81448, -0.05409], [-2.05440, 0.26882, 0.10781], [1.01082, 0.40185, -0.55237], [0.51909, -1.91410, 0.29725], [-2.00692, -0.85848, -0.21202], [1.53612, 1.54721, 0.26314], [-2.23316, 1.39872, 0.21979], [0.47823, 0.84085, -1.47538], [1.13749, -2.71117, 0.13923], [-1.84094, -1.82314, -0.13818], [0.81143, 2.25276, 0.25646], [1.80823, 1.41116, 1.14836]],
  "mulliken_charge": [0.4672, 0.4751, -0.4533, -0.5153, -0.3424, -0.5203, -0.4532, 0.3305, 0.2627, 0.2972, 0.2369, 0.2150]
}